Entry from OMol25: an isolated molecule of CH2O2S in a non-equilibrium geometry (ωB97M-V with the def2-TZVPD basis set).

Calculated values
F_max   6.11 eV/Å
Lowest unoccupied orbital energy   -0.735 eV
Orbital gap   9.8 eV

Structure (XYZ):
```
6
Properties=species:S:1:pos:R:3:forces:R:3:lowdin_charge:R:1
C 0.505 -0.545 -0.496 -0.683 1.387 0.842 -0.172
S -0.437 0.445 0.377 0.676 -1.492 5.377 0.815
O -0.304 0.435 1.947 -0.212 0.119 -6.102 -0.384
O -1.579 1.047 -0.238 0.209 0.216 -0.119 -0.328
H 0.431 -0.452 -1.558 -0.232 -0.023 -0.383 0.035
H 1.383 -0.931 -0.031 0.243 -0.208 0.385 0.034
```
Positions in Å, forces in eV/Å.

***

Entry from OMol25: an isolated molecule of CH2O2S in a non-equilibrium geometry (ωB97M-V with the def2-TZVPD basis set).

Calculated values
F_max   3.69 eV/Å
Lowest unoccupied orbital energy (spin up / spin down)   0.150 / 0.149 eV
Orbital gap (spin up / spin down)   9.4 / 9.4 eV

Structure (XYZ):
```
6
Properties=species:S:1:pos:R:3:forces:R:3:lowdin_charge:R:1
O 0.028 -0.813 -0.105 -1.236 -0.986 1.241 -0.031
O 0.645 0.270 -0.738 1.313 1.182 -1.555 -0.161
C 0.411 1.450 -0.114 -0.755 -1.281 3.374 -0.734
S 1.022 2.921 -0.467 -0.588 -1.485 -0.235 0.658
H 0.519 -1.654 -0.292 0.243 1.567 -0.372 0.136
H -0.163 1.167 0.914 1.024 1.004 -2.453 0.131
```
Positions in Å, forces in eV/Å.

***

Entry from OMol25: a cluster of 2 separate species, CH2O2S in total in a non-equilibrium geometry (ωB97M-V with the def2-TZVPD basis set).

Calculated values
F_max   6.04 eV/Å
Lowest unoccupied orbital energy   0.457 eV
Orbital gap   11.7 eV

Structure (XYZ):
```
6
Properties=species:S:1:pos:R:3:forces:R:3:lowdin_charge:R:1
O 1.120 -1.203 -0.167 1.029 2.118 0.501 0.090
C 1.483 -0.086 -0.067 -1.388 -3.468 -0.712 -0.889
S 1.824 1.406 -0.049 0.501 1.301 0.223 0.843
O -1.782 0.064 -0.097 -5.382 0.645 -2.291 0.054
H -0.979 0.416 -0.115 5.262 2.909 -0.574 -0.087
H -1.665 -0.597 0.495 -0.021 -3.505 2.854 -0.010
```
Positions in Å, forces in eV/Å.

***

Entry from OMol25: a cluster of 3 separate species, CH2O2S2 in total in a non-equilibrium geometry (ωB97M-V with the def2-TZVPD basis set).

Calculated values
F_max   1.17 eV/Å
Lowest unoccupied orbital energy   -1.027 eV
Orbital gap   10.2 eV

Structure (XYZ):
```
7
Properties=species:S:1:pos:R:3:forces:R:3:lowdin_charge:R:1
C 0.955 -2.556 1.333 0.929 0.628 0.289 -0.625
O 2.226 -2.329 -1.246 0.552 0.034 -0.039 -0.478
O 4.400 -1.266 -1.744 -0.411 -0.478 0.507 -0.435
S -0.280 -3.401 1.189 -0.955 -0.658 -0.140 0.655
S 3.603 -2.116 -0.896 -0.105 0.444 -0.624 0.864
H -1.080 -0.297 1.932 0.009 -0.045 -0.004 -0.009
H -1.138 0.435 2.018 -0.018 0.075 0.010 0.027
```
Positions in Å, forces in eV/Å.

***

Entry from OMol25: a structure of composition CH2O2S2 in a non-equilibrium geometry (ωB97M-V with the def2-TZVPD basis set).

Calculated values
F_max   4.81 eV/Å
Lowest unoccupied orbital energy (spin up / spin down)   -1.847 / -1.844 eV
Orbital gap (spin up / spin down)   7.6 / 7.6 eV

Structure (XYZ):
```
7
Properties=species:S:1:pos:R:3:forces:R:3:lowdin_charge:R:1
C -0.470 0.220 -0.569 -1.542 2.312 2.324 -0.686
O 1.825 1.432 -0.215 0.789 0.747 0.278 -0.371
O 1.967 -0.987 0.335 -1.609 1.420 -0.157 -0.369
S -1.143 -1.302 -0.202 -0.879 -0.575 -0.304 0.701
S 1.173 0.241 0.218 0.336 -0.336 -1.144 0.678
H -1.299 1.290 -0.252 3.252 -3.381 -1.058 0.173
H -2.053 -0.893 0.685 -0.348 -0.188 0.060 -0.125
```
Positions in Å, forces in eV/Å.

***

Entry from OMol25: a cluster of 2 separate species, CH2O2S2 in total in a non-equilibrium geometry (ωB97M-V with the def2-TZVPD basis set).

Calculated values
F_max   4.73 eV/Å
Lowest unoccupied orbital energy   -1.146 eV
Orbital gap   7.9 eV

Structure (XYZ):
```
7
Properties=species:S:1:pos:R:3:forces:R:3:lowdin_charge:R:1
C 0.047 -0.639 -0.078 -0.581 4.109 0.388 -0.602
O 1.439 1.347 0.554 0.461 3.666 1.102 -0.635
O -0.293 -1.862 -0.205 3.134 -0.603 2.776 0.052
S -1.544 1.240 0.200 3.331 -1.996 -0.182 0.418
S 1.564 0.047 -0.009 -1.126 -4.036 -0.913 0.891
H -0.946 -2.012 -0.798 -3.529 -0.655 -3.082 0.073
H -0.268 1.879 0.335 -1.689 -0.486 -0.090 -0.197
```
Positions in Å, forces in eV/Å.

***

Entry from OMol25: an isolated molecule of CH2O3 in a non-equilibrium geometry (ωB97M-V with the def2-TZVPD basis set).

Calculated values
F_max   4.21 eV/Å
Lowest unoccupied orbital energy   0.336 eV
Orbital gap   11.8 eV

Structure (XYZ):
```
6
Properties=species:S:1:pos:R:3:forces:R:3:lowdin_charge:R:1
O -1.673 0.020 0.195 4.106 -0.038 -0.039 0.102
C -0.461 0.040 -0.037 -2.842 0.695 -2.718 -0.531
O 0.055 0.428 -1.321 1.386 -1.202 3.670 0.054
O 0.606 -0.300 0.702 0.606 0.932 -3.560 0.152
H 1.046 0.304 -1.101 -1.989 0.521 -1.267 0.142
H 0.427 -0.492 1.563 -1.267 -0.908 3.914 0.080
```
Positions in Å, forces in eV/Å.

***

Entry from OMol25: a structure of composition CH2O3PS2 in a non-equilibrium geometry (ωB97M-V with the def2-TZVPD basis set).

Calculated values
F_max   4.53 eV/Å
Lowest unoccupied orbital energy (spin up / spin down)   2.771 / 2.772 eV
Total charge   -1
Orbital gap (spin up / spin down)   7.0 / 7.0 eV

Structure (XYZ):
```
9
Properties=species:S:1:pos:R:3:forces:R:3:lowdin_charge:R:1
C 0.562 -0.494 -0.153 -3.064 -3.005 -1.456 -1.121
O -0.526 1.830 -2.263 -1.041 -0.204 -0.707 -0.336
O 1.435 2.464 -1.001 0.113 -0.562 0.202 -0.358
O -0.650 3.471 -0.337 -0.254 -1.092 -1.039 -0.392
P -0.526 0.397 0.841 1.456 1.864 0.318 0.707
S 0.240 -1.858 -1.131 0.503 1.207 1.199 0.357
S -0.005 2.379 -1.063 0.566 1.155 2.349 0.405
H 1.452 -0.030 -0.286 2.982 1.245 -0.299 -0.086
H -1.617 -0.401 0.705 -1.261 -0.608 -0.566 -0.174
```
Positions in Å, forces in eV/Å.